Entry from OMol25: C19H27N3O4S in the gas phase at a distorted geometry (ωB97M-V with the def2-TZVPD basis set).

Last column: Mulliken charge in e.
Atoms and positions in Å:
C1 0.289 0.873 -2.324  -1.307
C2 1.236 2.018 -1.971  0.037
C3 2.556 1.896 -2.737  -0.705
C4 3.485 3.064 -2.418  -0.785
C5 3.747 3.148 -0.917  -0.563
C6 2.433 3.291 -0.158  -1.249
C7 1.496 2.113 -0.463  -0.048
N1 2.076 0.885 0.051  0.561
C8 2.063 0.567 1.350  0.359
O1 1.556 1.254 2.222  -0.645
C9 2.726 -0.782 1.656  -1.379
N2 1.788 -1.883 1.612  0.165
C10 1.040 -2.212 2.799  -0.900
S1 1.130 -2.343 0.167  1.630
O2 0.969 -3.766 0.183  -0.725
O3 1.960 -1.775 -0.866  -0.792
C11 -0.525 -1.650 0.024  0.337
C12 -1.385 -2.317 -0.829  -0.980
C13 -2.668 -1.840 -1.024  -1.107
C14 -3.087 -0.690 -0.361  0.456
C15 -2.210 -0.011 0.494  -0.459
C16 -0.931 -0.505 0.684  0.534
C17 -2.693 1.256 1.134  -0.661
C18 -4.176 1.135 1.473  -0.863
C19 -4.992 0.711 0.271  0.385
O4 -6.118 1.084 0.041  -0.635
N3 -4.366 -0.191 -0.546  -0.077
H1 -0.646 0.964 -1.774  0.204
H2 0.732 -0.092 -2.090  0.176
H3 0.064 0.892 -3.388  0.552
H4 0.760 2.961 -2.264  0.531
H5 3.047 0.955 -2.482  0.179
H6 2.347 1.874 -3.808  0.422
H7 4.428 2.944 -2.955  0.382
H8 3.025 3.996 -2.756  0.314
H9 4.393 4.000 -0.698  0.376
H10 4.261 2.244 -0.585  0.275
H11 2.615 3.323 0.917  0.427
H12 1.937 4.220 -0.446  0.504
H13 0.547 2.278 0.067  0.203
H14 2.373 0.180 -0.610  0.295
H15 3.157 -0.746 2.659  0.510
H16 3.511 -0.991 0.927  0.256
H17 0.361 -3.019 2.534  0.342
H18 0.470 -1.360 3.182  0.299
H19 1.720 -2.562 3.577  0.333
H20 -1.037 -3.210 -1.321  0.513
H21 -3.347 -2.354 -1.687  0.408
H22 -0.264 0.022 1.345  0.183
H23 -2.551 2.084 0.430  0.313
H24 -2.110 1.480 2.027  0.526
H25 -4.320 0.370 2.243  0.318
H26 -4.577 2.074 1.853  0.371
H27 -4.924 -0.580 -1.295  0.202

Output
Frontier orbital gap = 9.58 eV
Relative energy (zero: lowest compared OMol25 entry of this formula, charge and spin) = 5.76 kcal/mol
SMILES = C[C@@H]1CCCC[C@@H]1NC(=O)CN(C)S(=O)(=O)c1ccc2c(c1)CCC(=O)N2
Lowest unoccupied orbital energy = 0.59 eV

***

Entry from OMol25: a molecular structure, C19H27N4ORhS3 (ωB97M-V with the def2-TZVPD basis set).

Last column: Mulliken charge in e.
Atoms and positions in Å:
Rh1 0.776 -0.521 -1.253  0.552
N1 2.281 0.922 -1.342  -0.416
C1 2.885 0.740 0.008  -0.102
C2 3.259 -0.722 0.167  -0.919
N2 2.102 -1.620 -0.201  0.729
C3 2.596 -2.807 -0.968  -0.674
C4 2.785 -2.404 -2.409  -0.792
N3 1.517 -1.747 -2.819  -0.210
C5 1.320 -2.052 0.996  -0.698
C6 0.000 -2.681 0.563  -0.940
N4 -0.635 -1.879 -0.531  -0.107
H1 1.790 1.818 -1.377  0.121
H2 2.992 0.928 -2.069  0.345
H3 3.766 1.369 0.142  0.577
H4 2.135 1.052 0.736  -0.030
H5 4.086 -0.961 -0.502  0.423
H6 3.579 -0.954 1.183  0.356
H7 3.512 -3.182 -0.509  0.398
H8 1.847 -3.594 -0.903  0.340
H9 3.592 -1.682 -2.525  0.320
H10 3.020 -3.265 -3.034  0.490
H11 1.664 -1.194 -3.661  0.348
H12 0.832 -2.452 -3.085  0.231
H13 1.917 -2.757 1.582  0.415
H14 1.136 -1.164 1.604  0.426
H15 0.135 -3.702 0.211  0.573
H16 -0.665 -2.736 1.422  0.477
H17 -1.081 -2.495 -1.204  0.326
H18 -1.393 -1.293 -0.165  -0.170
O1 -0.150 0.988 -0.625  -0.674
C7 -1.260 1.341 0.229  2.771
C8 -0.874 1.046 1.658  0.547
C9 -1.085 -0.084 2.402  -0.848
C10 -0.497 -0.021 3.692  -1.087
C11 0.147 1.162 3.901  -0.587
S1 0.022 2.205 2.560  0.005
C12 -2.499 0.597 -0.221  -1.431
C13 -3.566 0.127 0.491  0.306
C14 -4.592 -0.411 -0.337  -0.721
C15 -4.287 -0.331 -1.658  -0.513
S2 -2.768 0.414 -1.922  -0.107
C16 -1.440 2.832 0.006  -1.184
C17 -2.525 3.595 0.307  -0.427
C18 -2.317 4.974 0.032  -0.725
C19 -1.083 5.226 -0.480  -0.534
S3 -0.157 3.794 -0.614  -0.109
H19 -1.685 -0.917 2.064  0.824
H20 -0.581 -0.796 4.440  0.501
H21 0.650 1.492 4.796  0.508
H22 -3.639 0.192 1.567  0.621
H23 -5.513 -0.830 0.040  0.474
H24 -4.878 -0.659 -2.498  0.510
H25 -3.443 3.190 0.710  0.544
H26 -3.060 5.741 0.195  0.447
H27 -0.670 6.171 -0.794  0.501

Output
Frontier orbital gap = 6.07 eV
Relative energy (zero: lowest compared OMol25 entry of this formula, charge and spin) = 24.06 kcal/mol
Net charge = +2
Lowest unoccupied orbital energy = -7.37 eV

***

Entry from OMol25: a molecular structure, C19H27N5O2PdS at a distorted geometry (ωB97M-V with the def2-TZVPD basis set).

Last column: Mulliken charge in e.
Atoms and positions in Å:
N1 -0.081 2.413 -1.374  -0.179
C1 0.103 3.566 -1.377  0.345
C2 0.222 4.991 -1.371  -1.039
H1 -0.779 5.436 -1.450  0.343
H2 0.834 5.307 -2.224  0.335
H3 0.696 5.313 -0.437  0.339
N2 2.374 -1.880 -2.042  -0.232
C3 3.415 -2.351 -2.193  0.422
C4 4.662 -3.047 -2.188  -0.947
H4 5.344 -2.577 -2.895  0.332
H5 4.492 -4.088 -2.469  0.333
H6 5.086 -3.001 -1.180  0.316
N3 -3.328 -0.285 -1.196  -0.487
C5 -3.948 -1.271 -1.305  0.524
C6 -4.828 -2.417 -1.412  -0.919
H7 -4.507 -3.208 -0.705  0.302
H8 -4.817 -2.814 -2.447  0.302
H9 -5.855 -2.111 -1.159  0.336
Pd1 0.708 -0.169 -1.999  -0.005
C7 -0.275 -0.874 -0.323  1.040
O1 -0.457 -2.021 -0.017  -0.513
C8 2.021 0.814 -0.958  0.375
O2 2.677 1.400 -0.202  -0.184
C9 0.572 1.296 -4.049  -0.232
C10 -0.818 1.361 -4.045  -0.381
C11 -1.582 0.212 -3.869  0.136
C12 -0.966 -1.030 -3.729  -0.581
C13 0.423 -1.138 -3.966  -0.213
C14 1.227 0.031 -4.062  -0.714
H10 1.177 2.204 -4.145  0.538
H11 -1.323 2.312 -4.253  0.490
H12 -2.679 0.279 -3.928  0.496
H13 -1.567 -1.929 -3.561  0.579
H14 0.866 -2.103 -4.147  0.503
H15 2.311 -0.038 -4.160  0.487
C15 -1.096 -1.807 5.065  -1.064
C16 -0.016 -1.590 4.026  -0.652
N4 -0.587 -1.065 2.753  0.190
C17 -0.299 0.135 2.276  0.253
S1 -0.870 0.535 0.652  0.085
N5 0.378 1.080 2.979  -0.033
C18 -0.058 1.530 4.341  -0.057
C19 1.156 2.038 5.106  -1.124
H16 -1.707 -0.912 5.234  0.370
H17 -0.629 -2.089 6.014  0.366
H18 -1.764 -2.623 4.769  0.406
H19 0.753 -0.886 4.370  0.371
H20 0.451 -2.550 3.776  0.427
H21 -0.886 -1.765 2.057  0.287
H22 0.743 1.846 2.401  0.430
H23 -0.796 2.347 4.233  0.406
H24 -0.532 0.683 4.857  -0.018
H25 1.624 2.898 4.605  0.388
H26 0.828 2.362 6.101  0.404
H27 1.910 1.247 5.225  0.321

Output
Frontier orbital gap (alpha / beta) = 7.21 / 4.40 eV
Relative energy (zero: lowest compared OMol25 entry of this formula, charge and spin) = 0.00 kcal/mol
Net charge = +4
Lowest unoccupied orbital energy (alpha / beta) = -13.07 / -17.16 eV
Multiplicity = 5

***

Entry from OMol25: C19H27NOS in the gas phase (ωB97M-V with the def2-TZVPD basis set).

Last column: Mulliken charge in e.
Atoms and positions in Å:
C1 -1.818 -0.432 -2.264  -1.366
C2 -2.738 -0.511 -1.079  0.506
C3 -3.158 -1.758 -0.626  -0.139
C4 -4.034 -1.885 0.436  -0.701
C5 -4.520 -0.750 1.062  -0.563
C6 -4.107 0.495 0.630  -0.466
C7 -3.212 0.632 -0.428  0.873
C8 -2.770 2.011 -0.802  -1.240
S1 -1.934 2.876 0.588  -0.164
C9 -0.533 1.747 0.898  0.469
C10 -0.840 0.701 1.966  -0.228
C11 0.225 -0.384 1.916  0.457
O1 1.181 -0.414 2.663  -0.695
N1 0.006 -1.302 0.951  0.034
C12 0.961 -2.334 0.621  -1.124
C13 1.743 -1.999 -0.660  -1.213
C14 2.470 -0.688 -0.536  1.144
C15 2.132 0.370 -1.262  -0.568
C16 2.788 1.712 -1.163  -1.030
C17 3.636 1.824 0.100  -0.524
C18 4.487 0.569 0.250  -1.020
C19 3.575 -0.632 0.479  -0.442
H1 -1.576 -1.431 -2.621  0.370
H2 -2.292 0.113 -3.080  0.417
H3 -0.887 0.077 -2.017  -0.016
H4 -2.793 -2.647 -1.123  0.392
H5 -4.340 -2.866 0.768  0.404
H6 -5.214 -0.835 1.885  0.415
H7 -4.464 1.387 1.122  0.388
H8 -3.626 2.648 -1.025  0.499
H9 -2.087 2.025 -1.649  0.374
H10 0.296 2.379 1.213  0.377
H11 -0.276 1.284 -0.053  -0.775
H12 -1.823 0.260 1.796  0.058
H13 -0.828 1.168 2.951  0.385
H14 -0.795 -1.201 0.346  0.039
H15 0.432 -3.284 0.495  0.397
H16 1.643 -2.414 1.468  0.532
H17 2.457 -2.806 -0.841  0.458
H18 1.050 -1.962 -1.504  0.306
H19 1.352 0.288 -2.012  0.411
H20 2.026 2.496 -1.180  0.309
H21 3.418 1.863 -2.048  0.404
H22 4.264 2.716 0.051  0.336
H23 2.985 1.913 0.972  0.177
H24 5.178 0.675 1.088  0.410
H25 5.076 0.420 -0.659  0.346
H26 4.153 -1.559 0.442  0.331
H27 3.132 -0.559 1.477  0.256

Output
Frontier orbital gap = 9.29 eV
Relative energy (zero: lowest compared OMol25 entry of this formula, charge and spin) = 0.00 kcal/mol
SMILES = Cc1ccccc1CSCCC(=O)NCCC1=CCCCC1
Lowest unoccupied orbital energy = 0.67 eV

***

Entry from OMol25: a molecular structure, C19H28BBr3O7P at a distorted geometry (ωB97M-V with the def2-TZVPD basis set).

Last column: Mulliken charge in e.
Atoms and positions in Å:
C1 -0.515 1.801 3.219  -0.814
C2 -0.258 3.046 2.366  -0.443
C3 0.496 2.720 1.081  0.494
O1 1.687 2.954 0.986  -0.652
O2 -0.269 2.153 0.147  -0.015
C4 0.391 1.928 -1.102  -0.795
C5 -0.370 0.815 -1.860  -0.342
B1 -0.564 -0.570 -0.967  0.752
C6 -2.165 -0.897 -0.701  -1.633
C7 -2.785 -0.261 0.530  0.679
C8 -2.789 -1.020 1.696  -0.673
C9 -3.301 -0.542 2.873  -0.867
C10 -3.815 0.732 2.896  -0.532
C11 -3.858 1.513 1.770  -0.771
C12 -3.347 1.008 0.584  1.996
C13 -3.438 1.897 -0.643  -1.775
O3 0.344 -0.734 0.183  -0.731
C14 1.534 -1.081 -0.436  0.370
C15 2.735 -1.223 0.487  -0.691
O4 3.914 -1.384 -0.317  -0.265
C16 5.052 -1.062 0.394  0.693
C17 5.352 0.403 0.670  -0.970
O5 5.764 -1.963 0.785  -0.580
C18 1.017 -2.351 -1.281  -0.179
P1 0.630 -3.620 0.031  0.460
O6 -0.769 -4.128 -0.029  -0.699
O7 -0.137 -1.782 -1.800  -0.525
H1 -1.141 2.096 4.071  0.338
H2 0.398 1.365 3.634  0.386
H3 -1.064 1.022 2.683  -0.016
H4 -1.182 3.563 2.080  0.253
H5 0.370 3.737 2.934  0.361
H6 0.399 2.826 -1.736  0.509
H7 1.420 1.581 -0.994  0.152
H8 0.212 0.576 -2.762  0.102
H9 -1.330 1.197 -2.223  0.446
H10 -2.758 -0.607 -1.578  0.342
H11 -2.219 -1.979 -0.534  0.552
H12 -2.381 -2.028 1.659  0.411
H13 -3.321 -1.123 3.789  0.388
H14 -4.203 1.151 3.824  0.325
H15 -4.263 2.521 1.766  0.361
H16 -2.527 2.459 -0.853  0.130
H17 -3.720 1.285 -1.506  0.302
H18 -4.249 2.619 -0.483  0.564
H19 1.911 -0.433 -1.249  -0.401
H20 2.836 -0.265 1.027  0.402
H21 2.626 -1.991 1.261  0.234
H22 6.421 0.598 0.618  0.324
H23 4.972 0.625 1.672  0.266
H24 4.790 1.013 -0.044  0.352
H25 1.759 -2.629 -2.033  0.487
H26 1.575 -4.686 -0.045  0.071
H27 0.791 -3.033 1.311  -0.062
C19 0.721 -1.925 -5.678  -0.348
Br1 1.840 -1.257 -4.268  0.013
Br2 0.672 -3.854 -5.695  -0.063
Br3 -1.049 -1.167 -5.596  -0.054
H28 1.160 -1.611 -6.614  0.381

Output
Frontier orbital gap = 7.06 eV
Relative energy (zero: lowest compared OMol25 entry of this formula, charge and spin) = 21.07 kcal/mol
Net charge = -1
Lowest unoccupied orbital energy = 2.20 eV